Record 1
The following is a DFT calculation (wB97M-V/def2-TZVPD) of a structure of composition C28H38N5O4PtSSb2.

ORCA input file:
```
! wB97M-V def2-TZVPD RIJCOSX def2/J DEFGRID3
* xyz 1 5
Pt -0.993 1.015 -0.202
N -2.018 -2.974 1.292
C -1.719 -1.694 1.047
S -2.121 -1.017 -0.472
N -1.138 -1.043 2.068
N -0.970 0.240 1.814
C -0.742 1.021 2.865
C -1.020 2.386 2.881
C -0.716 3.115 4.074
C -1.139 4.388 4.255
C -1.935 5.019 3.250
C -2.299 4.365 2.121
C -1.853 3.024 1.864
O -2.264 2.445 0.816
H -2.598 -3.490 0.655
H -1.883 -3.326 2.226
H -0.451 0.518 3.784
H -0.132 2.618 4.839
H -0.890 4.928 5.157
H -2.258 6.041 3.405
H -2.918 4.822 1.361
C 5.029 0.720 -0.200
Sb 3.103 -0.214 -0.249
C 2.533 0.440 -2.197
C 4.396 -2.176 -1.544
C 4.696 -3.151 -0.576
C 5.814 -2.976 0.284
C 6.079 -3.856 1.301
C 5.237 -4.958 1.487
C 4.164 -5.175 0.637
C 3.874 -4.306 -0.408
C 2.732 -4.571 -1.309
Sb 1.021 -3.249 -0.938
C -0.399 -4.787 -1.392
C 1.077 -3.479 1.197
H 5.790 0.022 0.141
H 4.966 1.543 0.509
H 5.299 1.102 -1.184
H 3.152 -0.051 -2.948
H 2.691 1.518 -2.269
H 1.488 0.202 -2.387
H 5.157 -1.452 -1.812
H 3.632 -2.362 -2.289
H 6.465 -2.128 0.113
H 6.933 -3.710 1.948
H 5.437 -5.658 2.288
H 3.544 -6.053 0.774
H 2.373 -5.592 -1.180
H 2.997 -4.434 -2.358
H -0.354 -5.577 -0.644
H -0.162 -5.204 -2.371
H -1.407 -4.377 -1.436
H 0.507 -4.356 1.506
H 0.673 -2.592 1.684
H 2.112 -3.596 1.516
C 3.083 4.211 -2.444
C 3.544 4.141 -0.993
C 2.409 4.125 0.069
C 3.019 4.388 1.458
C 2.005 4.314 2.585
C 1.459 5.257 -0.282
O 1.726 6.417 -0.095
N 0.302 4.884 -0.936
C -0.178 3.601 -1.020
O -1.215 3.344 -1.600
N 0.521 2.567 -0.392
C 1.753 2.753 0.054
O 2.457 1.804 0.476
H 3.924 4.047 -3.117
H 2.665 5.190 -2.681
H 2.319 3.462 -2.681
H 4.168 5.006 -0.764
H 4.155 3.253 -0.821
H 3.473 5.378 1.416
H 3.818 3.663 1.613
H 1.171 5.000 2.416
H 2.460 4.587 3.537
H 1.603 3.305 2.689
H -0.290 5.613 -1.309
*
```

Energy relative to the best compared isomer or geometry (same formula, charge and spin) (kJ/mol): 178.5
LUMO level (alpha / beta) (eV): -3.1 / -5.3
Maximum force (Eh/bohr): 0.0120
⟨S²⟩: 6.10
Gap between HOMO and LUMO (alpha / beta) (hartree): 0.263 / 0.199

***

Record 2
The following is a DFT calculation (wB97M-V/def2-TZVPD) of a structure of composition C28H39AsBrGaN5O4S2.

ORCA input file:
```
! wB97M-V def2-TZVPD RIJCOSX def2/J DEFGRID3
* xyz 1 1
Ga -0.529 -0.543 -1.353
Br -2.322 -2.328 1.195
C 0.353 -3.115 0.013
C 0.750 -4.427 -0.067
C 1.206 -4.888 -1.303
C 1.315 -4.018 -2.374
C 0.900 -2.712 -2.197
N 0.388 -2.307 -1.037
C 1.079 -1.606 -3.226
O 1.605 -1.852 -4.276
O 0.662 -0.438 -2.796
H 0.720 -5.071 0.803
H 1.505 -5.922 -1.411
H 1.728 -4.316 -3.327
O -4.175 2.434 -7.697
C -2.992 1.913 -7.305
O -2.013 2.069 -7.973
C -2.974 1.149 -6.013
C -3.832 1.430 -4.955
C -3.697 0.758 -3.748
C -2.715 -0.218 -3.595
S -2.597 -1.072 -2.027
C -1.900 -0.541 -4.678
C -2.011 0.160 -5.867
H -4.888 2.136 -7.118
H -4.592 2.199 -5.041
H -4.361 0.985 -2.922
H -1.174 -1.337 -4.598
H -1.352 -0.057 -6.698
N 0.569 -0.965 1.314
C 0.891 -0.186 2.550
N 0.437 -0.888 3.726
C -0.863 -0.404 4.208
C -0.760 0.957 4.907
C 0.550 1.050 5.713
C 1.040 -0.344 6.101
C 1.339 -1.194 4.854
H -1.244 -1.155 4.903
H -1.572 -0.373 3.376
H -1.627 1.079 5.560
H -0.810 1.770 4.177
H 0.402 1.662 6.602
H 1.321 1.552 5.123
H 0.283 -0.833 6.718
H 1.944 -0.283 6.708
H 1.245 -2.255 5.096
H 2.366 -1.040 4.541
C -1.227 1.475 0.511
C -1.162 2.970 0.912
N -0.355 3.725 -0.042
C -0.965 3.635 -1.370
C -1.097 2.155 -1.820
N -0.466 1.292 -0.768
C 0.969 1.716 -0.601
C 0.997 3.172 -0.084
H -2.246 1.135 0.330
H -0.792 0.819 1.257
H -0.727 3.082 1.905
H -2.161 3.404 0.938
H -0.355 4.198 -2.074
H -1.947 4.103 -1.332
H -0.592 1.958 -2.765
H -2.130 1.844 -1.918
H 1.446 1.611 -1.574
H 1.446 1.014 0.084
H 1.611 3.795 -0.733
H 1.421 3.221 0.919
C 2.353 0.241 2.483
As 3.899 -0.913 2.017
C 3.351 -2.709 2.576
C 3.527 -1.102 0.102
S 0.009 -2.365 1.600
H 2.438 1.032 1.730
H 2.599 0.725 3.426
H 0.305 0.733 2.460
H 3.541 -2.837 3.639
H 3.983 -3.413 2.032
H 2.303 -2.942 2.372
H 3.836 -0.186 -0.404
H 2.468 -1.280 -0.090
H 4.120 -1.923 -0.301
*
```

Energy relative to the best compared isomer or geometry (same formula, charge and spin) (kJ/mol): 281.9
LUMO level (eV): -4.3
Maximum force (Eh/bohr): 0.0186
Gap between HOMO and LUMO (hartree): 0.260